No. 1
Density functional theory data (ωB97M-V with the def2-TZVPD basis set) for C20H20N4O4 in the gas phase at a distorted geometry.

Computed properties:
Energy relative to the best compared isomer or geometry (same formula, charge and spin)   36.62 kcal per mole
Kohn-Sham gap   8.84 eV

Geometry as ORCA input:
```
! wB97M-V def2-TZVPD RIJCOSX def2/J DEFGRID3
* xyz 0 1
C 1.948 -3.412 -0.423
C -2.544 2.165 1.779
N 0.931 2.075 -1.245
N 0.421 2.952 -0.323
C 0.979 -1.575 1.253
C -0.224 -3.002 -3.717
H -4.219 2.239 3.172
O 2.897 -1.304 -0.015
H -1.833 -1.630 3.082
H -0.545 -3.149 1.171
C -0.187 -2.209 1.604
H -2.988 1.306 1.320
C -1.611 4.419 3.099
H 2.364 -2.560 -2.385
H -3.422 4.254 4.311
C -0.571 2.290 0.241
H -0.510 -3.572 -1.653
O -1.414 -2.963 -4.001
H 2.947 -3.865 -0.329
C 0.180 -2.886 -2.208
C 1.978 -2.035 0.294
C -0.718 0.986 -0.348
H 0.058 4.358 1.767
C -0.852 -1.410 2.629
C -0.136 -0.259 2.805
C -1.356 2.783 1.377
C 2.032 2.453 -2.131
C 0.240 0.861 -1.284
N -0.144 -1.494 -1.743
H -1.460 0.253 -0.058
N 0.990 -0.402 2.009
H -1.298 5.319 3.619
H 0.358 -3.026 -5.517
H 1.762 -4.275 -2.361
H 2.293 3.499 -1.984
H 1.232 -4.087 0.083
H -0.281 0.562 3.520
O 1.209 -0.342 -3.078
C 1.624 -3.275 -1.914
C 0.476 -0.346 -2.108
H 1.744 2.277 -3.171
H -0.761 -1.418 -0.917
C -2.810 3.837 3.519
C -3.288 2.701 2.861
H 1.725 0.310 1.909
C -0.893 3.902 2.023
O 0.761 -3.151 -4.641
H 2.912 1.844 -1.893
*
```

Löwdin charges, unit e, in atom order: C -0.10; C -0.03; N -0.11; N 0.16; C -0.23; C -0.43; H 0.10; O 0.08; H 0.10; H 0.11; C -0.04; H 0.10; C -0.08; H 0.14; H 0.10; C -0.24; H 0.17; O 0.09; H 0.13; C -0.17; C -0.35; C 0.02; H 0.11; C -0.08; C -0.10; C -0.20; C -0.01; C -0.12; N 0.13; H 0.11; N 0.08; H 0.10; H 0.14; H 0.13; H 0.08; H 0.11; H 0.13; O 0.09; C -0.15; C -0.42; H 0.09; H 0.12; C -0.10; C -0.07; H 0.17; C -0.04; O 0.11; H 0.09



No. 2
Density functional theory data (ωB97M-V with the def2-TZVPD basis set) for C20H20N4O5S in the gas phase at a distorted geometry.

Computed properties:
Energy relative to the best compared isomer or geometry (same formula, charge and spin)   40.47 kcal per mole
Kohn-Sham gap   8.55 eV

Geometry as ORCA input:
```
! wB97M-V def2-TZVPD RIJCOSX def2/J DEFGRID3
* xyz 0 1
C 1.004 -1.953 -2.645
C -1.587 2.474 3.203
H -1.861 2.613 4.248
N 0.225 1.474 1.977
C 1.243 0.616 1.530
H 1.775 1.054 -2.660
H 3.271 -1.910 2.446
O 2.143 -4.279 -0.140
C 1.696 0.808 0.224
H 0.006 -2.965 0.935
H -1.293 3.416 2.745
C -0.791 -0.242 -2.726
C 1.801 -0.368 2.333
H 1.282 -1.634 -3.637
C 1.721 -2.927 -1.994
H -3.863 0.997 -2.834
H -1.252 -1.259 -0.214
C -0.101 -1.356 -2.035
H 1.449 -0.508 3.340
C -2.801 1.137 -2.630
C 1.845 -4.718 1.165
C -2.580 1.850 -1.342
H 1.899 -3.897 1.885
N -1.624 2.798 0.304
C -2.640 2.117 0.751
C -0.439 -1.740 -0.741
H -2.306 1.680 -3.436
H 1.239 1.574 -0.383
C -0.512 1.386 3.108
H 3.453 1.120 -3.242
H -2.549 -0.793 -1.830
O -3.304 1.493 -0.241
C 0.285 -2.709 -0.074
C 3.278 -0.976 0.533
C 1.371 -3.318 -0.697
O 3.256 0.133 -1.515
C 2.818 1.178 -2.360
O -0.394 0.550 3.975
H 2.572 -3.397 -2.458
H 4.073 -1.582 0.129
C 2.819 -1.155 1.819
N -1.593 2.615 -1.030
O -0.219 0.539 -3.459
H -0.033 2.202 1.314
N -2.137 -0.145 -2.485
S -3.124 1.906 2.389
H 2.952 2.154 -1.884
H 2.603 -5.462 1.404
H 0.855 -5.182 1.214
C 2.720 0.016 -0.279
*
```

Löwdin charges, unit e, in atom order: C -0.01; C -0.33; H 0.09; N 0.13; C -0.21; H 0.07; H 0.11; O -0.07; C 0.04; H 0.11; H 0.08; C -0.45; C -0.02; H 0.13; C 0.01; H 0.13; H 0.11; C -0.15; H 0.10; C -0.08; C -0.08; C -0.31; H 0.08; N 0.02; C -0.68; C -0.02; H 0.13; H 0.11; C -0.54; H 0.10; H 0.13; O 0.09; C -0.01; C -0.02; C -0.28; O -0.08; C -0.07; O 0.06; H 0.12; H 0.12; C -0.09; N 0.12; O 0.07; H 0.10; N 0.08; S 1.03; H 0.10; H 0.10; H 0.10; C -0.28



No. 3
Density functional theory data (ωB97M-V with the def2-TZVPD basis set) for C20H20N6O3 in the gas phase at a distorted geometry.

Computed properties:
Energy relative to the best compared isomer or geometry (same formula, charge and spin)   53.27 kcal per mole
Kohn-Sham gap   7.80 eV

Geometry as ORCA input:
```
! wB97M-V def2-TZVPD RIJCOSX def2/J DEFGRID3
* xyz 0 1
H -5.670 -2.965 0.503
C 1.202 -2.533 0.923
H 2.749 -0.565 -2.268
H -0.094 -2.593 2.632
H -7.107 -2.956 -0.548
C 5.583 -1.255 -0.466
C 6.293 -0.163 0.088
H 1.311 -3.600 0.812
H -3.023 0.640 1.873
C -3.359 0.476 0.859
C 0.350 -0.591 1.971
N 2.586 -2.214 -1.032
C -4.193 0.032 -1.731
C -3.213 0.969 -1.485
O -5.739 -1.590 -1.051
H 1.798 2.164 -0.370
H 5.782 1.993 -0.107
O -0.879 2.643 -1.882
N -0.295 0.244 2.759
H 7.183 -0.207 0.681
C 0.798 1.432 1.316
O 4.541 0.623 -1.030
H 0.563 4.294 -0.551
C 0.439 -1.998 1.909
H -2.769 1.520 -2.297
H 2.039 3.135 1.096
C -2.786 1.201 -0.180
H -6.894 -1.675 0.671
C 4.524 -0.719 -1.142
C -4.774 -0.692 -0.690
H -0.274 3.973 0.989
H 3.761 -1.969 -2.712
N 1.820 -0.365 0.058
H -4.764 -1.005 1.444
C -0.892 2.733 -0.673
C -6.377 -2.328 -0.040
N 1.060 0.135 1.028
N -1.799 2.139 0.146
H 2.874 -3.173 -0.929
C 1.304 2.573 0.514
H 5.833 -2.294 -0.378
H -1.641 2.240 1.144
C -4.345 -0.463 0.612
C 0.163 3.517 0.101
C 1.881 -1.672 -0.006
C 3.392 -1.360 -1.883
C 5.610 0.951 -0.290
N -0.017 1.479 2.350
H -4.533 -0.156 -2.737
*
```

Löwdin charges, unit e, in atom order: H 0.09; C 0.02; H 0.13; H 0.12; H 0.09; C -0.03; C -0.06; H 0.11; H 0.11; C -0.02; C -0.28; N 0.04; C 0.00; C 0.00; O -0.09; H 0.11; H 0.12; O 0.07; N 0.06; H 0.10; C -0.29; O 0.04; H 0.12; C 0.03; H 0.10; H 0.12; C -0.22; H 0.09; C -0.28; C -0.28; H 0.12; H 0.13; N 0.19; H 0.10; C -0.48; C -0.10; N 0.03; N 0.13; H 0.14; C -0.10; H 0.11; H 0.11; C -0.02; C -0.09; C -0.31; C -0.11; C -0.12; N 0.05; H 0.12



No. 4
Density functional theory data (ωB97M-V with the def2-TZVPD basis set) for C20H20N6O5S in the gas phase at a distorted geometry.

Computed properties:
Energy relative to the best compared isomer or geometry (same formula, charge and spin)   0.00 kcal per mole
Kohn-Sham gap   8.47 eV

Geometry as ORCA input:
```
! wB97M-V def2-TZVPD RIJCOSX def2/J DEFGRID3
* xyz 0 1
H -2.206 1.279 2.045
H -0.261 2.191 -2.495
C 2.314 2.158 -2.545
O -4.230 -3.456 2.959
C -3.739 -2.204 2.695
N -0.471 -0.789 1.842
H -1.642 0.403 -1.347
C 3.951 -0.423 -1.859
C -0.632 0.220 -1.701
N 1.627 -0.024 1.227
C -2.391 -2.079 2.395
C -1.836 -0.829 2.148
H -6.488 -2.723 1.786
O -5.900 -1.139 2.968
C 4.145 3.911 -3.725
C 2.965 4.383 -3.179
H -5.412 -3.149 4.620
O -0.051 1.450 1.528
H -0.672 -0.215 -2.697
C 0.148 1.526 -1.726
C -3.981 0.181 2.498
O 1.501 1.207 -2.031
H -1.788 -2.973 2.363
N 3.790 0.316 -2.987
H 3.972 -2.068 0.162
O 1.704 -2.293 1.354
H 4.311 -1.117 1.630
C 0.279 0.287 1.552
H 5.348 2.162 -4.083
C 3.531 1.696 -3.076
H -5.892 -4.457 3.496
H 1.141 3.915 -2.170
H -7.412 -2.429 3.291
S 4.143 0.278 -0.290
H -4.620 1.048 2.543
C 2.052 3.522 -2.593
H 0.096 2.025 -0.751
H 2.744 5.439 -3.208
N 3.917 -1.712 -3.519
C -6.415 -2.445 2.847
C 3.706 -1.171 0.723
N 3.777 -0.553 -4.004
C -4.551 -1.065 2.725
C -5.503 -3.440 3.564
H 4.843 4.591 -4.187
C 4.433 2.558 -3.669
H 0.006 -1.691 1.803
C 2.239 -1.230 1.120
H -0.151 -0.492 -1.038
H 2.166 0.800 0.979
N 4.033 -1.690 -2.202
C -2.636 0.308 2.218
*
```

Löwdin charges, unit e, in atom order: H 0.10; H 0.12; C -0.22; O -0.02; C -0.20; N 0.16; H 0.08; C -0.61; C -0.04; N 0.16; C 0.07; C -0.21; H 0.14; O -0.03; C -0.08; C -0.07; H 0.14; O 0.07; H 0.08; C -0.23; C 0.01; O -0.06; H 0.13; N -0.07; H 0.08; O 0.08; H 0.10; C -0.50; H 0.12; C -0.16; H 0.13; H 0.11; H 0.13; S 1.03; H 0.12; C 0.00; H 0.11; H 0.11; N -0.04; C -0.15; C -0.32; N 0.06; C -0.21; C -0.15; H 0.10; C 0.00; H 0.12; C -0.50; H 0.07; H 0.10; N 0.03; C -0.01



No. 5
Density functional theory data (ωB97M-V with the def2-TZVPD basis set) for C20H20O4S2 in the gas phase at a distorted geometry.

Computed properties:
Energy relative to the best compared isomer or geometry (same formula, charge and spin)   68.50 kcal per mole
Kohn-Sham gap   8.02 eV

Geometry as ORCA input:
```
! wB97M-V def2-TZVPD RIJCOSX def2/J DEFGRID3
* xyz 0 1
C -0.984 3.159 -3.206
C 0.672 2.687 3.803
C 0.989 -2.429 -2.414
H 0.880 -3.405 -2.841
H 1.139 3.370 4.442
O -0.747 0.448 -4.108
H 2.488 -4.758 1.256
C 1.100 1.327 3.722
C -1.340 1.913 -2.573
S -1.130 -0.237 0.660
S -2.749 0.628 -0.511
C -0.899 2.149 2.032
H -0.222 3.074 -4.024
C 1.054 -3.563 -0.041
H -1.030 -2.174 -1.560
H 2.989 -3.119 1.024
C 1.231 -3.376 2.547
H -3.073 5.370 -1.749
C 0.500 0.398 2.839
H 0.091 -3.264 0.329
C -2.507 4.450 -1.948
H 1.935 -3.356 3.424
H 0.827 -4.557 -0.391
O -0.183 -0.234 -1.990
H -3.647 3.101 -0.478
C -0.482 0.823 1.970
C -1.536 4.335 -2.969
C -0.444 -1.640 -2.363
H 0.560 -4.248 2.732
H -1.668 2.426 1.347
C -0.279 3.073 2.817
C -2.195 2.040 -1.478
C -0.822 0.572 -2.928
H 1.591 -1.797 -3.069
H -1.309 5.132 -3.636
C 1.092 -0.959 2.857
H -0.973 -1.682 -3.335
H 1.696 -1.551 -0.658
H 1.859 0.938 4.456
H -0.693 4.026 2.654
C -2.804 3.313 -1.233
H 2.699 -2.944 -1.221
O 0.363 -2.181 2.531
C 2.035 -3.742 1.223
C 1.631 -2.571 -1.083
O 2.297 -0.965 3.142
*
```

Löwdin charges, unit e, in atom order: C -0.03; C -0.03; C -0.16; H 0.10; H 0.08; O 0.15; H 0.11; C 0.00; C -0.12; S 0.71; S 0.68; C -0.12; H 0.14; C -0.19; H 0.11; H 0.12; C -0.17; H 0.11; C -0.18; H 0.07; C -0.06; H 0.12; H 0.10; O -0.12; H 0.12; C -0.47; C -0.09; C -0.13; H 0.13; H 0.06; C -0.06; C -0.52; C -0.46; H 0.11; H 0.11; C -0.33; H 0.12; H 0.12; H 0.14; H 0.09; C -0.12; H 0.13; O -0.07; C -0.14; C -0.24; O 0.07



Q: Look up the Kohn-Sham gap of the second one.
A: 8.55 eV



Q: What is the formula in the fourth record?
A: C20H20N6O5S



Copy entry 4 word for word.
Density functional theory data (ωB97M-V with the def2-TZVPD basis set) for C20H20N6O5S in the gas phase at a distorted geometry.

Computed properties:
Energy relative to the best compared isomer or geometry (same formula, charge and spin)   0.00 kcal per mole
Kohn-Sham gap   8.47 eV

Geometry as ORCA input:
```
! wB97M-V def2-TZVPD RIJCOSX def2/J DEFGRID3
* xyz 0 1
H -2.206 1.279 2.045
H -0.261 2.191 -2.495
C 2.314 2.158 -2.545
O -4.230 -3.456 2.959
C -3.739 -2.204 2.695
N -0.471 -0.789 1.842
H -1.642 0.403 -1.347
C 3.951 -0.423 -1.859
C -0.632 0.220 -1.701
N 1.627 -0.024 1.227
C -2.391 -2.079 2.395
C -1.836 -0.829 2.148
H -6.488 -2.723 1.786
O -5.900 -1.139 2.968
C 4.145 3.911 -3.725
C 2.965 4.383 -3.179
H -5.412 -3.149 4.620
O -0.051 1.450 1.528
H -0.672 -0.215 -2.697
C 0.148 1.526 -1.726
C -3.981 0.181 2.498
O 1.501 1.207 -2.031
H -1.788 -2.973 2.363
N 3.790 0.316 -2.987
H 3.972 -2.068 0.162
O 1.704 -2.293 1.354
H 4.311 -1.117 1.630
C 0.279 0.287 1.552
H 5.348 2.162 -4.083
C 3.531 1.696 -3.076
H -5.892 -4.457 3.496
H 1.141 3.915 -2.170
H -7.412 -2.429 3.291
S 4.143 0.278 -0.290
H -4.620 1.048 2.543
C 2.052 3.522 -2.593
H 0.096 2.025 -0.751
H 2.744 5.439 -3.208
N 3.917 -1.712 -3.519
C -6.415 -2.445 2.847
C 3.706 -1.171 0.723
N 3.777 -0.553 -4.004
C -4.551 -1.065 2.725
C -5.503 -3.440 3.564
H 4.843 4.591 -4.187
C 4.433 2.558 -3.669
H 0.006 -1.691 1.803
C 2.239 -1.230 1.120
H -0.151 -0.492 -1.038
H 2.166 0.800 0.979
N 4.033 -1.690 -2.202
C -2.636 0.308 2.218
*
```

Löwdin charges, unit e, in atom order: H 0.10; H 0.12; C -0.22; O -0.02; C -0.20; N 0.16; H 0.08; C -0.61; C -0.04; N 0.16; C 0.07; C -0.21; H 0.14; O -0.03; C -0.08; C -0.07; H 0.14; O 0.07; H 0.08; C -0.23; C 0.01; O -0.06; H 0.13; N -0.07; H 0.08; O 0.08; H 0.10; C -0.50; H 0.12; C -0.16; H 0.13; H 0.11; H 0.13; S 1.03; H 0.12; C 0.00; H 0.11; H 0.11; N -0.04; C -0.15; C -0.32; N 0.06; C -0.21; C -0.15; H 0.10; C 0.00; H 0.12; C -0.50; H 0.07; H 0.10; N 0.03; C -0.01



Q: Which of these has the lowest energy relative to the best compared isomer or geometry (same formula, charge and spin)?
A: C20H20N6O5S